# 1
Formula: C16H50F3O14Y
Source: the OMol25 dataset
Level of theory: ωB97M-V/def2-TZVPD

Summary:
HOMO (spin up / spin down) = -0.09964 / -0.20341 Ha
Molar mass = 612.462 g/mol
Multiplicity = 2
LUMO (spin up / spin down) = 2.1252 / 2.1005 eV
Orbital gap (spin up / spin down) = 4.837 / 7.635 eV
<S²> = 0.751
Net charge = -1

Last column: Löwdin spin population.
Element x y z (Å)
Y1 -1.743 -2.109 1.606  0.751
O1 -1.641 -0.451 -0.042  0.037
C1 -0.449 0.337 0.041  0.002
C2 0.701 -0.296 0.904  0.007
O2 0.424 -0.909 2.183  0.044
H1 -0.794 1.208 0.597  0.000
H2 -0.086 0.858 -0.845  0.000
H3 1.501 0.434 1.031  0.000
H4 1.062 -0.955 0.115  0.003
C3 -3.535 0.645 3.147  0.003
O3 -2.308 1.351 3.466  0.001
O4 -3.116 -0.683 3.011  0.036
C4 -4.557 1.200 4.287  0.001
F1 -5.247 0.096 4.743  0.001
F2 -3.998 1.751 5.361  0.000
F3 -5.547 1.970 3.834  0.000
C5 -2.283 2.741 2.936  0.000
C6 -1.289 3.604 3.720  0.000
H5 -0.329 3.098 3.825  0.000
H6 -1.115 4.568 3.242  0.000
H7 -1.675 3.783 4.723  0.000
H8 -3.232 3.270 3.016  0.000
H9 -1.937 2.664 1.906  0.000
H10 -3.887 0.958 2.164  0.000
C7 -4.184 1.545 -1.911  0.001
O5 -3.647 1.662 -0.561  0.001
H11 -4.787 0.646 -1.779  0.000
H12 -4.697 2.465 -2.191  0.000
H13 -3.447 1.203 -2.638  0.000
H14 -2.936 1.045 -0.375  0.001
C8 -0.411 3.894 -1.494  0.000
O6 -1.075 4.984 -0.839  0.000
H15 -0.639 4.087 -2.542  0.000
H16 0.678 3.906 -1.459  0.000
H17 -0.754 2.894 -1.230  0.000
H18 -1.882 4.658 -0.434  0.000
C9 3.333 -4.597 -0.864  0.002
O7 2.702 -3.377 -0.490  0.017
H19 4.038 -4.881 -0.083  0.000
H20 2.614 -5.414 -0.925  0.002
H21 4.008 -4.569 -1.719  0.000
H22 1.753 -3.451 -0.369  0.019
C10 1.537 -2.698 -3.790  0.001
O8 1.322 -1.669 -2.815  0.003
H23 0.806 -3.501 -3.697  0.001
H24 1.474 -2.267 -4.789  0.000
H25 2.536 -3.090 -3.601  0.000
H26 1.628 -1.945 -1.948  0.000
C11 2.461 1.754 3.440  0.000
O9 1.262 1.329 3.962  0.001
H27 2.834 1.167 2.600  0.000
H28 2.363 2.752 3.013  0.000
H29 3.207 1.770 4.235  0.000
H30 0.517 1.373 3.359  0.000
C12 4.367 -3.429 2.768  0.000
O10 3.199 -2.700 2.698  0.005
H31 4.140 -4.465 2.516  0.000
H32 5.185 -3.033 2.167  0.000
H33 4.651 -3.658 3.795  0.000
H34 2.968 -2.459 1.798  0.000
C13 2.991 1.815 -1.107  0.000
O11 4.079 2.348 -1.674  0.000
H35 3.265 1.089 -0.341  0.000
H36 2.434 2.652 -0.686  0.000
H37 2.444 1.305 -1.899  0.000
H38 3.827 3.013 -2.319  0.000
C14 -1.729 -1.333 -3.569  0.002
O12 -2.855 -1.232 -4.405  0.000
H39 -1.460 -0.340 -3.209  0.000
H40 -1.794 -1.929 -2.659  0.003
H41 -0.829 -1.633 -4.105  0.000
H42 -2.641 -0.785 -5.227  0.000
C15 4.442 -0.954 -1.926  0.000
O13 5.481 -0.095 -1.709  0.000
H43 3.642 -1.029 -1.190  0.000
H44 3.966 -0.693 -2.872  0.000
H45 4.861 -1.960 -1.917  0.000
H46 5.158 0.803 -1.813  0.000
C16 -4.827 -2.201 -1.853  0.003
O14 -4.032 -1.881 -0.687  0.044
H47 -5.882 -2.169 -1.582  0.000
H48 -4.692 -1.473 -2.653  0.000
H49 -4.516 -3.115 -2.358  0.001
H50 -3.374 -1.267 -1.019  0.002

# 2
Formula: C5H8N
Source: the OMol25 dataset
Level of theory: ωB97M-V/def2-TZVPD

Summary:
HOMO (spin up / spin down) = -0.47471 / -0.51951 Ha
Molar mass = 82.126 g/mol
Multiplicity = 1
LUMO (spin up / spin down) = -5.8068 / -5.3160 eV
Orbital gap (spin up / spin down) = 7.111 / 8.821 eV
Net charge = +1

Last column: Mulliken charge in e.
Element x y z (Å)
C1 0.324 -0.015 -0.525  -0.136
C2 1.333 -0.081 0.273  -0.130
C3 -0.750 -0.321 -1.288  0.254
C4 -2.006 -0.034 -0.603  -0.285
C5 1.356 -0.775 1.555  -1.138
N1 -1.736 0.752 -1.741  -0.250
H1 2.208 0.509 0.075  0.346
H2 -0.654 -0.972 -2.155  0.337
H3 -2.197 0.618 0.137  0.313
H4 1.107 -0.095 2.437  0.318
H5 2.355 -1.101 1.752  0.326
H6 0.604 -1.511 1.853  0.376
H7 -1.303 1.728 -1.500  0.348
H8 -2.166 0.705 -2.682  0.321

# 3
Formula: C25H16BaF3I2O2S3Sb2
Source: the OMol25 dataset
Level of theory: ωB97M-V/def2-TZVPD

Summary:
HOMO (spin up / spin down) = -0.07209 / -0.10391 Ha
Molar mass = 1136.252 g/mol
Multiplicity = 2
LUMO (spin up / spin down) = 3.0927 / 3.0927 eV
Orbital gap (spin up / spin down) = 5.054 / 5.920 eV
<S²> = 0.760
Net charge = -2

Last column: Löwdin spin population.
Element x y z (Å)
Ba1 -0.056 2.109 3.449  0.016
S1 -2.126 -2.350 5.857  0.288
Sb1 -2.299 -0.083 5.572  0.358
S2 -0.443 1.130 6.352  0.166
S3 -2.677 0.537 3.325  0.144
F1 0.962 2.762 -5.592  0.000
C1 0.551 2.369 -4.355  0.000
C2 -0.511 1.495 -4.259  0.000
C3 -0.924 1.105 -2.990  0.001
C4 -0.281 1.565 -1.845  0.004
C5 0.784 2.451 -1.991  0.000
C6 1.207 2.864 -3.249  0.000
Sb2 -0.894 0.997 0.132  0.010
C7 -2.998 1.008 -0.366  0.001
C8 -3.701 2.182 -0.097  0.001
C9 -5.054 2.300 -0.390  0.000
C10 -5.696 1.216 -0.949  0.000
F2 -7.023 1.314 -1.239  0.000
C11 -5.048 0.030 -1.217  0.000
C12 -3.694 -0.063 -0.919  0.000
C13 -0.663 -1.115 -0.097  0.000
C14 0.113 -1.673 -1.108  0.000
C15 0.275 -3.050 -1.204  0.000
C16 -0.344 -3.849 -0.265  0.000
F3 -0.189 -5.198 -0.357  0.000
C17 -1.103 -3.335 0.763  0.000
C18 -1.259 -1.956 0.843  0.003
H1 -1.001 1.140 -5.156  0.000
H2 -1.768 0.430 -2.903  0.000
H3 1.300 2.814 -1.112  0.000
H4 2.031 3.554 -3.375  0.000
H5 -3.194 3.025 0.363  0.000
H6 -5.607 3.205 -0.176  0.000
H7 -5.599 -0.801 -1.639  0.000
H8 -3.182 -1.001 -1.106  0.000
H9 0.615 -1.031 -1.821  0.000
H10 0.877 -3.502 -1.981  0.000
H11 -1.549 -3.995 1.496  0.000
H12 -1.842 -1.542 1.661  0.004
I1 7.754 -2.997 1.675  0.000
C19 5.991 -1.863 1.541  0.000
C20 5.374 -1.425 2.702  0.000
C21 4.213 -0.671 2.606  0.000
C22 3.671 -0.362 1.365  0.000
C23 4.300 -0.822 0.215  0.000
C24 5.464 -1.571 0.293  0.000
C25 2.391 0.456 1.252  0.000
O1 1.920 0.614 0.117  0.001
O2 1.925 0.902 2.340  0.001
H13 5.790 -1.670 3.670  0.000
H14 3.705 -0.319 3.494  0.000
H15 3.852 -0.582 -0.741  0.000
H16 5.953 -1.925 -0.605  0.000
I2 -0.288 5.175 2.024  0.000